The following is a DFT calculation (ωB97M-V/def2-TZVPD) of a cluster of 8 separate species, C31H46O24 in total in a non-equilibrium geometry.

The geometry in XYZ format:
```
101
Properties=species:S:1:pos:R:3
C 2.052 0.643 -4.428
C 3.358 -0.065 -4.506
O 4.288 1.006 -4.414
C 3.665 2.172 -4.589
O 4.159 3.313 -4.562
O 2.368 1.986 -4.709
H 1.545 0.523 -3.471
H 1.579 0.378 -5.374
H 3.469 -0.525 -5.488
H 3.560 -0.795 -3.722
C -5.637 3.201 2.499
C -4.640 1.955 2.451
C -3.244 2.261 1.969
O -2.473 1.410 2.760
C -3.208 1.122 3.868
O -2.793 0.421 4.792
O -4.390 1.408 3.737
H -5.806 3.398 1.441
H -5.314 4.118 2.991
H -6.586 2.956 2.976
H -5.098 1.106 1.941
H -3.051 3.299 2.238
H -3.119 2.035 0.910
C 3.961 2.321 0.206
C 4.721 1.373 1.052
C 6.261 1.448 1.249
O 6.376 1.857 2.565
C 5.151 1.934 3.155
O 4.875 2.152 4.319
O 4.245 1.564 2.337
H 3.869 1.910 -0.799
H 4.281 3.363 0.186
H 2.925 2.541 0.460
H 4.397 0.350 0.864
H 6.533 2.287 0.608
H 6.842 0.553 1.025
C 0.815 -3.422 -4.632
C -0.585 -3.653 -3.910
C -0.464 -4.202 -2.550
O -1.250 -3.306 -1.795
C -1.696 -2.293 -2.594
O -2.325 -1.342 -2.224
O -1.129 -2.386 -3.694
H 1.540 -4.236 -4.630
H 1.382 -2.597 -4.201
H 0.710 -3.274 -5.707
H -1.336 -4.300 -4.363
H 0.518 -4.134 -2.081
H -0.899 -5.198 -2.458
C -3.949 -4.013 0.423
C -3.392 -2.951 1.386
C -3.745 -1.496 1.044
O -4.420 -1.138 2.201
C -4.568 -2.121 3.083
O -5.252 -2.113 4.127
O -4.012 -3.202 2.593
H -3.320 -4.884 0.608
H -3.650 -3.718 -0.583
H -5.023 -4.191 0.486
H -2.321 -2.970 1.588
H -4.433 -1.390 0.206
H -2.853 -0.925 0.785
C -0.841 1.386 -0.643
C 0.622 1.151 -0.283
C 1.001 0.869 1.167
O 1.885 -0.228 1.078
C 1.750 -0.765 -0.169
O 2.350 -1.777 -0.491
O 0.936 -0.041 -0.957
H -1.201 2.338 -0.252
H -1.424 0.555 -0.248
H -1.003 1.279 -1.716
H 1.188 1.993 -0.681
H 0.159 0.659 1.827
H 1.295 1.814 1.624
C 1.664 4.296 -2.407
C 1.300 5.342 -1.286
C -0.195 5.758 -1.284
O -0.493 5.430 0.116
C 0.487 4.845 0.746
O 0.361 4.321 1.846
O 1.514 4.741 -0.034
H 2.679 3.905 -2.349
H 1.481 4.739 -3.386
H 1.097 3.377 -2.260
H 1.933 6.216 -1.442
H -0.769 5.148 -1.981
H -0.276 6.833 -1.447
C -0.773 -5.848 2.671
C 0.325 -4.700 2.866
C 0.468 -3.629 1.811
O 0.186 -2.394 2.431
C -0.230 -2.594 3.599
O -0.604 -1.652 4.308
O -0.159 -3.921 3.953
H -0.494 -6.648 3.357
H -0.737 -6.360 1.710
H -1.775 -5.482 2.894
H 1.296 -5.051 3.216
H 0.000 -3.817 0.845
H 1.538 -3.610 1.608
```

Calculated values
**LUMO level (alpha / beta)**: -0.0949 / -0.3206 Ha
**2S+1**: 2
**Net charge**: +1
**DFT total energy**: -3014.2251 hartree
**Expectation value of S²**: 0.755

The following is a DFT calculation (ωB97M-V/def2-TZVPD) of a structure of composition C15H24CrN13O6.

The geometry in XYZ format:
```
59
Properties=species:S:1:pos:R:3
Cr 0.140 -0.737 0.346
O 3.747 -0.625 -1.592
C 2.772 -1.333 -1.037
O 1.606 -0.989 -1.156
C 3.266 -2.630 -0.416
O 2.494 -3.106 0.629
C 2.857 -2.602 1.902
C 2.661 -1.093 2.070
O 3.509 -0.444 2.651
O 1.573 -0.589 1.592
H 3.348 0.159 -2.003
H 3.193 -3.359 -1.234
H 4.326 -2.506 -0.162
H 2.207 -3.120 2.610
H 3.901 -2.840 2.129
N -0.966 -2.529 2.943
C -1.400 -1.222 2.863
N -2.108 -0.598 3.787
N -2.295 0.633 3.282
N -1.741 0.752 2.135
N -1.143 -0.424 1.825
C -0.678 -3.232 1.788
N -0.751 -4.543 1.650
N -0.417 -4.755 0.363
N -0.159 -3.655 -0.233
N -0.309 -2.643 0.649
H -1.354 -3.069 3.701
C 0.310 4.774 0.533
N 0.253 3.362 0.840
C 0.753 2.991 2.158
C 0.052 2.399 -0.081
O 0.460 1.244 0.151
N -0.549 2.739 -1.256
C -0.314 1.939 -2.440
C -1.712 3.602 -1.307
H 1.243 5.178 0.927
H -0.517 5.319 0.993
H 0.291 4.935 -0.542
H 1.827 3.185 2.216
H 0.571 1.941 2.345
H 0.236 3.587 2.911
H 0.456 1.199 -2.237
H 0.009 2.588 -3.259
H -1.228 1.425 -2.753
H -1.930 4.006 -0.323
H -2.576 3.017 -1.634
H -1.563 4.428 -2.007
C -0.652 -2.059 -3.026
C -1.606 -1.257 -2.221
N -1.418 -0.651 -1.062
C -2.596 -0.004 -0.751
C -3.503 -0.223 -1.734
N -2.859 -1.006 -2.661
H 0.318 -2.085 -2.549
H -0.563 -1.627 -4.024
H -0.993 -3.091 -3.106
H -2.699 0.542 0.170
H -4.525 0.080 -1.850
H -3.253 -1.378 -3.508
```

Calculated values
**LUMO level (alpha / beta)**: -0.0053 / -0.0058 Ha
**2S+1**: 4
**Net charge**: 0
**DFT total energy**: -2793.8427 hartree
**Expectation value of S²**: 3.771

The following is a DFT calculation (ωB97M-V/def2-TZVPD) of a structure of composition C10H20BiO6Se4.

The geometry in XYZ format:
```
41
Properties=species:S:1:pos:R:3
Bi 0.773 -0.038 -2.212
C -2.022 1.835 0.166
C -1.098 2.928 -0.336
O 0.259 2.548 -0.423
C 1.074 2.733 0.708
C 1.127 1.535 1.646
O 1.426 0.382 0.896
C 2.449 -0.447 1.399
C 2.820 -1.449 0.321
O 1.710 -2.131 -0.228
C 0.996 -2.998 0.618
C -0.221 -2.347 1.253
O -1.058 -1.881 0.224
C -2.201 -1.198 0.685
C -2.755 -0.352 -0.445
O -1.960 0.773 -0.746
H -3.045 2.241 0.221
H -1.738 1.522 1.179
H -1.204 3.816 0.302
H -1.391 3.180 -1.357
H 0.769 3.625 1.275
H 2.081 2.896 0.317
H 0.176 1.392 2.175
H 1.899 1.730 2.402
H 2.122 -0.944 2.326
H 3.345 0.142 1.636
H 3.541 -2.164 0.743
H 3.256 -0.922 -0.532
H 1.647 -3.406 1.404
H 0.652 -3.824 -0.009
H 0.066 -1.511 1.903
H -0.738 -3.097 1.873
H -1.942 -0.570 1.549
H -2.969 -1.912 1.018
H -3.781 -0.040 -0.203
H -2.771 -0.950 -1.357
Se -0.106 1.764 -4.216
Se -2.137 0.687 -4.598
Se -1.369 -1.322 -5.506
Se -0.365 -2.304 -3.646
O 2.687 0.078 -2.427
```

Calculated values
**LUMO level**: 0.0933 Ha
**2S+1**: 1
**Net charge**: -1
**DFT total energy**: -10664.8259 hartree

The following is a DFT calculation (ωB97M-V/def2-TZVPD) of an isolated molecule of C4H7NS2 in a non-equilibrium geometry.

The geometry in XYZ format:
```
14
Properties=species:S:1:pos:R:3
C 0.438 -1.005 0.877
C 0.757 -0.312 -0.428
C -0.218 -0.433 -1.542
C -0.993 1.454 -0.174
H 0.769 0.874 2.443
H 0.803 -2.028 0.712
H -0.627 -1.105 1.092
H 1.823 -0.160 -0.620
H 0.174 -0.368 -2.552
H -1.123 -1.042 -1.361
H -0.512 2.025 0.637
N -0.065 0.793 -0.847
S 1.339 -0.351 2.345
S -2.564 1.660 -0.582
```

Calculated values
**LUMO level**: 0.0148 Ha
**2S+1**: 1
**Net charge**: 0
**DFT total energy**: -1007.6801 hartree
**SMILES string**: S=CN1C[C@@H]1CS

The following is a DFT calculation (ωB97M-V/def2-TZVPD) of a cluster of 11 separate species, C36H80O18S11 in total in a non-equilibrium geometry.

The geometry in XYZ format:
```
145
Properties=species:S:1:pos:R:3
C -3.133 -3.640 -1.689
S -3.590 -3.911 -3.482
O -2.679 -5.018 -4.007
C -5.254 -4.599 -3.195
H -3.917 -3.950 -0.992
H -2.941 -2.576 -1.524
H -2.222 -4.202 -1.486
H -5.820 -3.895 -2.587
H -5.112 -5.542 -2.674
H -5.739 -4.740 -4.151
C -3.381 -5.051 1.636
S -1.541 -4.964 1.808
O -0.965 -4.210 0.607
C -1.505 -3.811 3.318
H -3.809 -5.339 2.594
H -3.694 -5.766 0.867
H -3.739 -4.059 1.357
H -1.801 -2.806 3.035
H -0.493 -3.809 3.750
H -2.189 -4.191 4.080
C 1.392 0.368 0.445
S -0.421 0.610 0.716
O -1.062 1.021 -0.591
C -0.805 -1.153 0.992
H 1.874 1.292 0.124
H 1.501 -0.352 -0.351
H 1.868 -0.009 1.352
H -0.538 -1.391 2.021
H -0.224 -1.782 0.326
H -1.856 -1.313 0.808
C 1.038 -2.933 -1.841
S 1.960 -4.105 -2.909
O 2.447 -3.266 -4.060
C 3.343 -4.469 -1.789
H 0.107 -2.726 -2.363
H 1.599 -2.010 -1.667
H 0.813 -3.419 -0.889
H 3.894 -5.328 -2.170
H 2.939 -4.772 -0.817
H 4.001 -3.610 -1.671
C -3.257 0.035 -3.670
C -3.149 1.494 -4.139
C -4.391 2.237 -3.678
S -5.889 1.132 -3.790
O -6.462 1.190 -5.135
O -6.716 1.256 -2.586
C -4.771 -0.362 -3.551
H -2.727 -0.089 -2.716
H -2.767 -0.607 -4.403
H -3.134 1.533 -5.234
H -2.178 1.900 -3.807
H -4.543 3.215 -4.126
H -4.352 2.388 -2.595
H -5.079 -1.100 -4.298
H -4.985 -0.788 -2.565
C -1.788 4.026 -0.976
C -2.195 4.289 0.510
C -3.650 4.869 0.478
S -3.989 5.584 -1.155
O -4.097 7.042 -1.073
O -5.018 4.772 -1.785
C -2.284 5.151 -1.858
H -2.197 3.061 -1.285
H -0.702 3.932 -1.093
H -1.533 5.076 0.912
H -2.060 3.420 1.181
H -3.912 5.586 1.254
H -4.353 4.035 0.530
H -1.685 6.053 -1.683
H -2.298 4.921 -2.916
C 5.360 1.731 1.208
C 5.253 3.190 1.657
C 6.697 3.664 1.980
S 7.868 2.568 0.947
O 8.625 1.673 1.829
O 8.569 3.329 -0.078
C 6.466 1.693 0.163
H 4.421 1.306 0.851
H 5.693 1.123 2.066
H 4.670 3.261 2.585
H 4.758 3.824 0.912
H 6.931 3.462 3.022
H 6.933 4.687 1.704
H 6.739 0.735 -0.289
H 6.225 2.397 -0.645
C 5.420 -0.262 -5.098
C 5.280 1.239 -4.785
C 5.017 1.314 -3.251
S 4.395 -0.317 -2.598
O 3.075 -0.099 -2.006
O 5.375 -1.012 -1.766
C 4.352 -1.041 -4.264
H 6.444 -0.594 -4.907
H 5.227 -0.430 -6.157
H 4.403 1.608 -5.322
H 6.125 1.854 -5.103
H 4.266 2.038 -2.944
H 5.939 1.543 -2.717
H 3.366 -0.829 -4.685
H 4.456 -2.114 -4.189
C 3.691 -2.183 2.804
C 2.792 -3.175 1.996
C 2.985 -4.571 2.627
S 3.062 -4.391 4.449
O 4.065 -5.245 5.052
O 1.708 -4.387 5.013
C 3.557 -2.621 4.312
H 3.390 -1.144 2.644
H 4.737 -2.268 2.473
H 3.119 -3.216 0.955
H 1.750 -2.856 2.004
H 3.976 -4.963 2.373
H 2.233 -5.328 2.416
H 4.466 -2.473 4.887
H 2.739 -2.127 4.838
C -7.186 -0.693 0.494
C -7.059 0.778 0.849
C -5.520 1.075 0.752
S -4.569 -0.499 0.950
O -3.795 -0.504 2.179
O -3.920 -0.681 -0.367
C -6.067 -1.512 1.186
H -7.061 -0.801 -0.588
H -8.193 -1.053 0.720
H -7.511 1.016 1.820
H -7.548 1.390 0.093
H -5.143 1.722 1.540
H -5.181 1.449 -0.218
H -6.200 -1.444 2.269
H -5.873 -2.557 0.924
C 1.683 4.620 3.728
C 2.052 4.032 5.092
C 1.066 2.945 5.457
S 0.469 2.275 3.841
O -0.938 2.658 3.768
O 0.969 0.926 3.554
C 1.424 3.447 2.808
H 2.517 5.225 3.387
H 0.801 5.269 3.810
H 2.119 4.830 5.827
H 3.051 3.592 5.008
H 0.172 3.390 5.896
H 1.426 2.147 6.095
H 0.849 3.602 1.899
H 2.363 2.938 2.583
```

Calculated values
**LUMO level**: -0.0052 Ha
**2S+1**: 1
**Net charge**: 0
**DFT total energy**: -7153.8282 hartree

The following is a DFT calculation (ωB97M-V/def2-TZVPD) of a cluster of 4 separate species, C31H66N5O5 in total in a non-equilibrium geometry.

The geometry in XYZ format:
```
107
Properties=species:S:1:pos:R:3
C 0.003 -2.363 -1.201
C 1.098 -2.204 -0.466
N 2.351 -2.045 0.315
C 3.236 -3.231 0.590
O 2.929 -4.134 1.682
C 1.727 -4.887 1.432
N 0.549 -5.162 1.178
C 4.564 -2.457 1.188
C 3.965 -1.035 1.795
C 4.474 -0.549 3.250
O 5.545 0.410 3.043
C 5.052 1.772 2.891
C 5.185 2.348 1.362
C 2.346 -1.275 1.610
C 1.361 0.007 1.767
C 0.133 -0.499 2.743
C -1.140 0.495 2.736
C -2.489 -0.359 3.113
C -2.875 -1.473 2.008
C -4.299 -1.186 1.260
C -4.721 -2.356 0.229
C -3.972 -2.304 -1.202
C -3.741 -0.816 -1.794
H -1.016 -2.097 -1.702
H 2.958 -1.448 -0.306
H 3.622 -3.703 -0.384
H 4.873 -3.040 2.137
H 5.479 -2.383 0.476
H 4.390 -0.286 1.019
H 3.560 -0.128 3.825
H 4.902 -1.414 3.891
H 3.956 1.914 3.215
H 5.738 2.450 3.542
H 4.981 3.492 1.392
H 6.240 2.172 0.912
H 4.367 1.904 0.658
H 2.112 -1.855 2.599
H 1.917 0.888 2.294
H 0.897 0.320 0.757
H 0.616 -0.641 3.793
H -0.151 -1.578 2.390
H -0.988 1.226 3.634
H -1.229 1.060 1.738
H -2.303 -0.889 4.139
H -3.385 0.366 3.314
H -2.021 -1.562 1.224
H -3.016 -2.497 2.553
H -4.336 -0.116 0.792
H -5.109 -1.166 2.104
H -5.873 -2.445 0.070
H -4.409 -3.363 0.732
H -2.989 -2.907 -1.151
H -4.655 -2.861 -1.967
H -2.902 -0.286 -1.176
H -3.464 -0.835 -2.931
H -4.722 -0.207 -1.639
C -0.829 -2.643 -7.221
C -0.565 -3.284 -5.861
C -1.582 -2.871 -4.776
O -1.386 -1.556 -4.253
C -1.914 -0.517 -5.060
N 0.814 -2.980 -5.451
H -0.515 -1.597 -7.264
H -0.274 -3.172 -8.002
H -1.891 -2.692 -7.478
H -0.651 -4.368 -5.993
H -1.459 -3.546 -3.922
H -2.615 -2.998 -5.123
H -2.835 -0.817 -5.568
H -1.167 -0.191 -5.786
H -2.137 0.335 -4.414
H 1.020 -3.493 -4.595
H 0.834 -2.001 -5.157
C -5.551 4.588 6.279
C -4.182 4.374 5.640
C -4.236 4.208 4.106
O -4.698 2.931 3.667
C -6.110 2.783 3.673
N -3.531 3.224 6.284
H -6.131 3.664 6.356
H -5.438 4.975 7.296
H -6.140 5.315 5.711
H -3.584 5.267 5.851
H -3.215 4.297 3.720
H -4.814 5.012 3.634
H -6.624 3.715 3.420
H -6.442 2.415 4.645
H -6.375 2.028 2.929
H -2.579 3.147 5.929
H -3.989 2.381 5.933
C 4.561 1.835 -5.157
C 5.209 2.194 -3.822
C 4.850 1.219 -2.680
O 3.536 1.392 -2.148
C 2.507 0.782 -2.912
N 4.857 3.579 -3.480
H 3.503 2.107 -5.200
H 5.057 2.368 -5.973
H 4.648 0.763 -5.360
H 6.294 2.143 -3.966
H 5.531 1.412 -1.844
H 5.014 0.175 -2.976
H 2.836 -0.152 -3.377
H 2.141 1.478 -3.669
H 1.673 0.561 -2.241
H 5.373 3.850 -2.644
H 3.882 3.578 -3.173
```

Calculated values
**LUMO level**: -0.1087 Ha
**2S+1**: 1
**Net charge**: +1
**DFT total energy**: -1870.0272 hartree

The following is a DFT calculation (ωB97M-V/def2-TZVPD) of a structure of composition C6H14NO in a non-equilibrium geometry.

The geometry in XYZ format:
```
22
Properties=species:S:1:pos:R:3
C 1.466 -1.038 -0.110
O -1.998 -0.572 1.025
C 0.640 -1.193 -1.361
C 1.680 0.415 0.266
C 0.305 0.988 0.571
C -0.192 0.970 1.836
C -0.421 1.554 -0.557
N -0.650 -0.616 -1.276
H 1.034 -1.559 0.752
H 2.406 -1.559 -0.317
H -1.616 -0.926 0.210
H 1.259 -0.727 -2.175
H 2.154 0.985 -0.537
H 2.353 0.499 1.121
H 0.391 0.370 2.528
H -1.164 1.378 2.067
H -0.565 0.719 -1.317
H -0.082 2.457 -1.068
H -1.480 1.743 -0.338
H -2.906 -0.911 1.210
H -1.150 -0.989 -2.101
H 0.533 -2.238 -1.672
```

Calculated values
**LUMO level**: -0.2725 Ha
**2S+1**: 1
**Net charge**: +1
**DFT total energy**: -366.5652 hartree

The following is a DFT calculation (ωB97M-V/def2-TZVPD) of the ion C2H3O2S2 with charge -1 in a non-equilibrium geometry.

The geometry in XYZ format:
```
9
Properties=species:S:1:pos:R:3
C 0.952 0.041 -0.171
C -0.379 -0.523 0.566
O -1.889 1.471 -0.508
O -1.323 -1.105 -0.299
S 2.965 0.746 0.148
S -1.946 0.316 0.375
H 1.236 -0.762 -0.850
H 0.617 0.895 -0.755
H -0.234 -1.080 1.493
```

Calculated values
**LUMO level**: 0.1126 Ha
**2S+1**: 1
**Net charge**: -1
**DFT total energy**: -1024.7919 hartree